[1]
Formula: C18H42NSSi
Source: OMol25
Level of theory: ωB97M-V with the def2-TZVPD basis set

```
! RIJCOSX wB97M-V def2-TZVPD def2/J DEFGRID3
* xyz 1 1
C 4.938 -0.142 4.197
Si 4.775 1.097 2.810
C 5.311 0.426 1.168
C 5.494 2.767 3.214
C 2.851 1.383 2.637
N 2.069 1.720 3.628
C 0.689 2.104 3.266
C 0.406 1.311 2.008
S 2.026 1.226 1.163
H 5.633 0.216 4.959
H 5.338 -1.082 3.810
H 3.999 -0.383 4.699
H 5.220 1.160 0.365
H 6.364 0.140 1.228
H 4.746 -0.466 0.890
H 6.320 2.641 3.917
H 5.887 3.244 2.314
H 4.782 3.457 3.671
H 2.425 1.862 4.561
H 0.696 3.181 3.075
H -0.006 1.883 4.073
H 0.135 0.281 2.246
H -0.347 1.753 1.362
C 0.197 2.056 -1.683
C -0.785 2.101 -2.847
C -1.981 3.020 -2.601
C -2.796 2.688 -1.347
C -3.224 1.226 -1.244
C -4.088 0.743 -2.401
H -0.301 1.662 -0.793
H 1.048 1.409 -1.903
H 0.580 3.052 -1.444
H -1.134 1.084 -3.049
H -0.268 2.426 -3.751
H -2.628 2.985 -3.480
H -1.636 4.056 -2.525
H -3.677 3.335 -1.321
H -2.214 2.945 -0.455
H -3.760 1.075 -0.302
H -2.331 0.594 -1.182
H -5.023 1.302 -2.471
H -4.341 -0.311 -2.273
H -3.573 0.839 -3.358
C -3.667 -4.985 -0.844
C -2.145 -4.922 -0.859
C -1.577 -3.707 -0.126
C -2.016 -2.356 -0.694
C -1.700 -2.148 -2.175
C -0.211 -2.197 -2.495
H -4.114 -4.128 -1.352
H -4.030 -5.884 -1.343
H -4.047 -4.997 0.180
H -1.788 -4.931 -1.893
H -1.740 -5.825 -0.396
H -0.485 -3.769 -0.128
H -1.880 -3.755 0.926
H -1.530 -1.559 -0.116
H -3.090 -2.224 -0.539
H -2.097 -1.175 -2.474
H -2.231 -2.888 -2.779
H 0.335 -1.446 -1.915
H -0.025 -2.000 -3.551
H 0.222 -3.171 -2.262
*
```

Output
Total energy in a.u.: -1453.28341
Relative energy (zero: lowest compared OMol25 entry of this formula, charge and spin) in eV: 0.000
Max |F| in eV/Å: 0.223
Gap between HOMO and LUMO in eV: 8.91
Highest occupied orbital energy in eV: -12.8

***

[2]
Formula: C18H42O9
Source: OMol25
Level of theory: ωB97M-V with the def2-TZVPD basis set

```
! RIJCOSX wB97M-V def2-TZVPD def2/J DEFGRID3
* xyz 0 1
C -1.501 -0.790 -3.585
C -1.881 -2.230 -3.762
C -0.871 -3.183 -4.193
O -3.017 -2.544 -3.589
H -2.329 -0.175 -3.256
H -1.089 -0.346 -4.502
H -0.702 -0.698 -2.866
H -0.455 -2.863 -5.136
H -1.281 -4.174 -4.292
H -0.130 -3.244 -3.419
C 2.991 0.785 1.821
C 2.817 -0.627 2.433
C 2.779 -0.643 3.909
O 2.832 -1.644 1.739
H 2.547 0.918 0.816
H 4.046 0.810 1.617
H 2.687 1.585 2.520
H 1.771 -0.239 4.081
H 3.513 0.068 4.312
H 2.840 -1.542 4.528
C 0.814 3.649 2.014
C -0.578 4.001 2.361
C -1.645 3.684 1.308
O -0.923 4.459 3.422
H 0.872 2.553 1.969
H 1.511 4.067 2.696
H 1.099 3.922 1.014
H -1.388 4.226 0.408
H -2.605 4.057 1.704
H -1.645 2.581 1.098
C -2.227 -0.671 3.603
C -0.833 -0.932 3.213
C -0.370 -2.332 2.987
O -0.057 0.008 3.048
H -2.609 -1.399 4.339
H -2.900 -0.922 2.751
H -2.348 0.384 3.830
H -1.260 -2.942 2.797
H -0.007 -2.672 3.988
H 0.426 -2.475 2.282
C 3.200 0.658 -4.486
C 2.224 1.246 -3.483
C 2.803 1.757 -2.155
O 1.028 1.318 -3.741
H 2.752 0.134 -5.330
H 3.854 -0.040 -3.941
H 3.840 1.461 -4.941
H 2.077 2.474 -1.715
H 3.770 2.159 -2.313
H 2.960 0.861 -1.501
C -3.572 -0.295 0.129
C -3.783 -1.786 0.325
C -2.620 -2.661 0.085
O -4.797 -2.205 0.811
H -4.644 0.024 0.051
H -2.969 -0.054 -0.735
H -3.111 0.216 0.973
H -1.718 -2.448 0.674
H -2.306 -2.528 -0.969
H -2.931 -3.710 0.206
O -0.772 2.633 -1.606
H -0.471 2.481 -2.538
H -0.516 1.807 -1.192
O 1.856 -1.598 -1.095
H 2.374 -2.344 -1.429
H 2.195 -1.506 -0.143
O -0.253 -0.021 -0.042
H 0.288 -0.674 -0.563
H 0.344 0.172 0.652
*
```

Output
SMILES: CC(C)=O.CC(C)=O.CC(C)=O.CC(C)=O.CC(C)=O.CC(C)=O.O.O.O
Total energy in a.u.: -1388.18223
Max |F| in eV/Å: 2.190
Gap between HOMO and LUMO in eV: 9.37
Highest occupied orbital energy in eV: -9.3

***

Please write out number 1 again, unchanged.
Formula: C18H42NSSi
Source: OMol25
Level of theory: ωB97M-V with the def2-TZVPD basis set

```
! RIJCOSX wB97M-V def2-TZVPD def2/J DEFGRID3
* xyz 1 1
C 4.938 -0.142 4.197
Si 4.775 1.097 2.810
C 5.311 0.426 1.168
C 5.494 2.767 3.214
C 2.851 1.383 2.637
N 2.069 1.720 3.628
C 0.689 2.104 3.266
C 0.406 1.311 2.008
S 2.026 1.226 1.163
H 5.633 0.216 4.959
H 5.338 -1.082 3.810
H 3.999 -0.383 4.699
H 5.220 1.160 0.365
H 6.364 0.140 1.228
H 4.746 -0.466 0.890
H 6.320 2.641 3.917
H 5.887 3.244 2.314
H 4.782 3.457 3.671
H 2.425 1.862 4.561
H 0.696 3.181 3.075
H -0.006 1.883 4.073
H 0.135 0.281 2.246
H -0.347 1.753 1.362
C 0.197 2.056 -1.683
C -0.785 2.101 -2.847
C -1.981 3.020 -2.601
C -2.796 2.688 -1.347
C -3.224 1.226 -1.244
C -4.088 0.743 -2.401
H -0.301 1.662 -0.793
H 1.048 1.409 -1.903
H 0.580 3.052 -1.444
H -1.134 1.084 -3.049
H -0.268 2.426 -3.751
H -2.628 2.985 -3.480
H -1.636 4.056 -2.525
H -3.677 3.335 -1.321
H -2.214 2.945 -0.455
H -3.760 1.075 -0.302
H -2.331 0.594 -1.182
H -5.023 1.302 -2.471
H -4.341 -0.311 -2.273
H -3.573 0.839 -3.358
C -3.667 -4.985 -0.844
C -2.145 -4.922 -0.859
C -1.577 -3.707 -0.126
C -2.016 -2.356 -0.694
C -1.700 -2.148 -2.175
C -0.211 -2.197 -2.495
H -4.114 -4.128 -1.352
H -4.030 -5.884 -1.343
H -4.047 -4.997 0.180
H -1.788 -4.931 -1.893
H -1.740 -5.825 -0.396
H -0.485 -3.769 -0.128
H -1.880 -3.755 0.926
H -1.530 -1.559 -0.116
H -3.090 -2.224 -0.539
H -2.097 -1.175 -2.474
H -2.231 -2.888 -2.779
H 0.335 -1.446 -1.915
H -0.025 -2.000 -3.551
H 0.222 -3.171 -2.262
*
```

Output
Total energy in a.u.: -1453.28341
Relative energy (zero: lowest compared OMol25 entry of this formula, charge and spin) in eV: 0.000
Max |F| in eV/Å: 0.223
Gap between HOMO and LUMO in eV: 8.91
Highest occupied orbital energy in eV: -12.8

***

- Among the records above, which one has the lowest highest occupied orbital energy?
  C18H42NSSi